C23H40ClIN7O5P | ωB97M-V with the def2-TZVPD basis set

Summary:
Net charge: 0
Total energy (eV): -75067.9743
Multiplicity: 1
HOMO level (hartree): -0.3449
Gap between HOMO and LUMO (eV): 8.9
Energy relative to the best compared isomer or geometry (same formula, charge and spin) (kcal per mole): 287.6

Geometry as XYZ:
```
78
Properties=species:S:1:pos:R:3:lowdin_charge:R:1
C 0.91445 -2.07272 1.25475 -0.11
C -0.73110 -2.00782 1.54612 -0.29
O -1.43796 -1.08377 0.63290 -0.32
P -3.00271 -1.73782 0.22746 0.79
O -3.64076 -2.25940 1.60689 -0.39
C -4.22606 -0.47468 -0.52088 -0.22
C -3.76562 1.09380 -0.39954 -0.19
C -2.72858 1.60813 -1.56095 -0.18
O -1.32956 1.19281 -1.37884 -0.10
C -0.61288 2.03611 -0.41047 -0.37
O -1.20554 2.80051 0.54484 -0.16
N 0.90017 2.12976 -0.48238 -0.42
I 1.62078 2.98589 1.29475 0.96
C 1.56895 0.77369 -0.52294 -0.37
C 2.72672 0.86606 -1.71729 -0.23
C 3.76342 -0.40390 -1.72874 -0.53
Cl 4.55175 -0.65269 -0.04229 0.46
O -2.89199 -3.08047 -0.87870 -0.28
C -1.66810 -3.03081 -1.69586 -0.28
C -1.64183 -4.43141 -2.60967 -0.10
H 1.50072 -1.25551 1.86594 0.08
H 1.25262 -3.13001 1.69172 0.06
H 1.17057 -2.09798 0.11013 0.06
H -0.94255 -1.66942 2.66985 0.14
H -1.13787 -3.08292 1.31857 0.10
H -4.51230 -0.72054 -1.62891 0.08
H -5.23574 -0.57885 0.10715 0.12
H -4.75907 1.74203 -0.53395 0.12
H -3.40273 1.33694 0.71081 0.13
H -3.07012 1.16940 -2.61737 0.09
H -2.73778 2.79757 -1.64147 0.15
H 0.84464 -0.11505 -0.75748 0.11
H 2.04485 0.56803 0.54109 0.01
H 2.11582 0.81711 -2.74165 0.13
H 3.32049 1.89272 -1.66439 0.12
H 4.55062 -0.22274 -2.58568 0.09
H 3.20455 -1.42243 -1.96786 0.09
H -1.64973 -2.13888 -2.47899 0.13
H -0.66945 -3.04028 -1.07860 0.11
H -2.70577 -4.58266 -3.10836 0.09
H -0.76981 -4.29850 -3.37938 0.08
H -1.34614 -5.36639 -1.93747 0.09
C -5.65369 3.06731 -3.92910 -0.09
C -5.02916 1.68197 -3.96021 -0.18
N -4.51110 0.53257 -3.98602 0.10
H -6.43383 3.14186 -4.69164 0.08
H -6.09662 3.25456 -2.94706 0.08
H -4.89003 3.82495 -4.12562 0.03
C -3.53418 6.76446 -6.15712 -0.07
C -4.67941 6.28822 -5.27860 -0.17
N -5.62962 5.89307 -4.54981 0.10
H -3.34571 6.03666 -6.95112 0.08
H -3.78683 7.72741 -6.60939 0.08
H -2.62723 6.87985 -5.55716 0.08
C 7.54822 -0.25162 2.32698 -0.10
C 8.17275 -1.63695 2.29587 -0.21
N 8.69081 -2.78635 2.27006 0.08
H 6.76808 -0.17707 1.56443 0.02
H 7.10529 -0.06436 3.30902 0.07
H 8.31188 0.50603 2.13045 0.06
C -3.96548 -3.71047 4.56174 -0.09
C -3.87479 -3.35104 6.03577 -0.22
N -3.79950 -3.05275 7.25868 0.06
H -4.28497 -2.83861 3.98429 0.05
H -2.98856 -4.04019 4.19765 0.06
H -4.68967 -4.51726 4.41867 0.08
C 2.16739 -3.56138 5.08685 -0.06
C 1.01768 -3.78549 4.11829 -0.16
N 0.06380 -3.97133 3.31471 0.12
H 2.75522 -2.69421 4.77360 0.08
H 1.77788 -3.38291 6.09288 0.08
H 2.81504 -4.44227 5.10684 0.08
C 8.46582 3.80158 1.66728 -0.08
C 7.32059 3.32534 2.54580 -0.21
N 6.37038 2.93019 3.27459 0.10
H 8.65429 3.07378 0.87327 0.07
H 8.21317 4.76453 1.21500 0.08
H 9.37277 3.91698 2.26723 0.08
```